C3H8NO | ωB97M-V/def2-TZVPD

Each atom is followed by the atoms it is bonded to, with distances in Å.
Atoms and positions in Å:
1 C 0.03 0.80 2.35  O2 1.414, H3 1.098, H4 1.088, H5 1.099
2 O -0.66 -0.25 1.70  C1 1.414, H13 1.025
3 H 0.05 1.71 1.73  C1 1.098
4 H -0.45 1.01 3.31  C1 1.088
5 H 1.03 0.42 2.58  C1 1.099
6 C 0.71 -1.33 -1.92  C7 1.375, H9 1.086, H10 1.076
7 C -0.06 -0.20 -1.87  C6 1.375, N8 1.336, H11 1.097
8 N -0.78 0.28 -0.85  C7 1.336, H12 1.016
9 H 0.80 -1.97 -1.04  C6 1.086
10 H 0.98 -1.78 -2.86  C6 1.076
11 H -0.07 0.36 -2.82  C7 1.097
12 H -1.19 1.19 -1.02  N8 1.016
13 H -0.38 -0.23 0.72  O2 1.025

## Properties
F_max ... 0.0255 Eh/bohr
Relative energy (zero: lowest compared OMol25 entry of this formula, charge and spin) ... 0.6675 eV
Orbital gap ... 0.232 Eh
Net charge ... -1